A structure of composition C10H24FeO11P2Te. Source: OMol25; level of theory: ωB97M-V with the def2-TZVPD basis set.

Last column: Löwdin spin population.
CARTESIAN COORDINATES (ANGSTROEM)
Fe -0.152 0.625 -0.184  3.738
C 2.385 2.354 -0.501  0.000
C 1.696 2.785 -1.773  0.002
O 0.397 2.209 -1.800  0.024
C -0.069 1.684 -3.036  0.001
C 0.599 0.362 -3.312  0.001
O 0.266 -0.484 -2.215  0.018
C 1.052 -1.656 -2.138  0.001
C 0.804 -2.245 -0.771  0.001
O 1.147 -1.313 0.257  0.022
C 2.553 -1.159 0.490  0.001
C 2.846 0.305 0.675  0.001
O 2.382 0.931 -0.515  0.017
H 1.828 2.713 0.370  0.000
H 3.406 2.751 -0.470  0.000
H 2.268 2.470 -2.652  0.000
H 1.609 3.876 -1.779  0.000
H 0.079 2.395 -3.853  0.000
H -1.137 1.525 -2.880  0.000
H 1.689 0.467 -3.365  0.000
H 0.246 -0.067 -4.256  0.000
H 2.110 -1.401 -2.277  0.000
H 0.765 -2.371 -2.917  0.000
H 1.355 -3.180 -0.636  0.000
H -0.263 -2.438 -0.642  0.000
H 3.108 -1.558 -0.363  0.000
H 2.837 -1.714 1.388  0.000
H 3.922 0.459 0.824  0.000
H 2.300 0.700 1.535  0.000
O -3.963 -0.239 0.638  0.002
P -3.128 1.065 0.210  0.010
O -4.035 2.160 -0.146  0.003
O -2.032 0.620 -0.772  0.060
O -2.342 1.306 1.648  0.000
P -0.966 2.155 1.713  0.003
O -1.139 3.076 2.995  0.002
O -0.794 2.921 0.457  0.037
O 0.164 1.143 1.903  0.039
H -4.883 -0.069 0.410  0.000
H -1.088 2.571 3.814  0.000
C -1.087 -3.911 1.969  0.002
Te -1.202 -1.787 2.053  0.008
C -2.882 -1.809 3.345  0.002
H -1.037 -4.293 2.985  0.000
H -0.182 -4.201 1.440  0.000
H -1.952 -4.325 1.457  0.000
H -3.708 -2.334 2.871  0.000
H -3.175 -0.778 3.526  0.000
H -2.595 -2.292 4.276  0.000

Calculated values
Strongest force on any atom = 0.79 eV/Å
Orbital gap (alpha / beta) = 0.277 / 0.277 Ha
ΔE to the lowest compared entry with this formula, charge and spin = 42.9 kJ/mol
Net charge = 0
Spin multiplicity = 5
<S²> = 6.01

***

A structure of composition C11H24O15V3 at a distorted geometry. Source: OMol25; level of theory: ωB97M-V with the def2-TZVPD basis set.

Last column: Mulliken charge in e.
CARTESIAN COORDINATES (ANGSTROEM)
O -1.304 -0.506 4.635  -0.573
V -1.254 0.279 3.209  1.158
O -2.744 0.044 2.567  -0.695
O 3.588 -2.516 2.170  -0.509
V 2.024 -2.259 2.518  1.385
O 1.461 -3.366 3.531  -0.518
O 3.145 1.371 2.270  -0.560
V 1.725 1.618 1.582  1.254
O 1.894 2.701 0.364  -0.638
C 0.286 -0.556 1.002  2.234
O -0.258 0.555 1.200  -0.704
O 1.527 -0.537 1.068  -1.029
O -0.039 -1.273 1.915  -0.762
C 0.295 2.575 3.769  1.131
O 0.636 1.381 3.848  -0.853
O 0.786 3.185 2.811  -0.670
O -0.923 2.694 3.754  -0.702
C -2.693 1.886 -1.247  -1.108
C -1.479 2.753 -0.976  1.062
C -1.588 4.161 -1.645  -1.569
O -1.352 2.807 0.456  -0.625
H -3.223 2.073 -2.181  0.412
H -3.453 2.075 -0.489  0.317
H -2.459 0.822 -1.294  0.081
H -0.638 2.228 -1.429  0.019
H -2.565 4.608 -1.463  0.344
H -1.525 3.977 -2.717  0.401
H -0.772 4.842 -1.403  0.359
H -1.027 1.924 0.645  0.468
C 3.823 0.859 -1.599  -0.983
C 4.192 -0.516 -2.177  0.462
C 3.008 -1.181 -2.833  -1.100
O 5.260 -0.315 -3.115  -0.571
H 3.346 0.715 -0.630  0.065
H 3.308 1.391 -2.400  0.353
H 4.734 1.454 -1.539  0.365
H 4.656 -1.083 -1.370  0.252
H 2.743 -0.535 -3.670  0.349
H 2.126 -1.273 -2.199  0.154
H 3.393 -2.125 -3.219  0.368
H 5.444 -1.083 -3.661  0.289
C -4.105 -2.903 0.492  -1.058
C -2.827 -3.543 0.007  0.405
C -1.970 -2.684 -1.003  -0.792
O -2.083 -3.628 1.195  -0.580
H -4.505 -3.716 1.098  0.339
H -4.861 -2.774 -0.283  0.342
H -3.931 -1.950 0.991  0.188
H -2.997 -4.586 -0.260  0.332
H -1.914 -1.650 -0.664  -0.242
H -2.412 -2.660 -2.000  0.415
H -0.910 -2.938 -0.986  0.338
H -1.586 -2.822 1.356  0.200

Calculated values
Strongest force on any atom = 12.52 eV/Å
Orbital gap = 0.169 Ha
ΔE to the lowest compared entry with this formula, charge and spin = 510.3 kJ/mol
Net charge = -1

***

A structure of composition C24H26FeNO4S at a distorted geometry. Source: OMol25; level of theory: ωB97M-V with the def2-TZVPD basis set.

Last column: Löwdin spin population.
CARTESIAN COORDINATES (ANGSTROEM)
O -1.459 1.346 -2.789  -0.020
C -1.720 0.993 -1.718  -0.009
Fe -2.169 0.338 -0.070  1.540
C -3.774 -0.135 -0.723  -0.005
O -4.796 -0.381 -1.213  -0.023
C -2.850 1.871 0.509  -0.028
O -3.322 2.901 0.773  -0.036
C -0.363 0.771 0.648  0.003
C -0.490 0.983 2.133  0.002
C -1.385 -0.110 2.743  0.000
C -2.469 -0.444 1.746  -0.011
C -2.239 -1.515 0.840  0.136
C -0.995 -1.614 0.188  0.206
C -0.163 -0.509 0.049  0.196
H 0.078 1.632 0.118  -0.001
H 0.492 1.038 2.629  0.000
H -0.949 1.970 2.310  0.002
H -0.771 -0.995 2.987  0.005
H -1.832 0.225 3.691  0.001
H -3.500 -0.225 2.069  -0.002
H -3.002 -2.280 0.692  0.009
H -0.793 -2.500 -0.417  0.015
H 0.641 -0.574 -0.696  0.014
C 3.696 0.926 0.971  0.032
O 4.626 1.994 0.643  0.100
C 4.397 3.248 1.149  0.476
C 3.508 4.101 0.372  0.078
C 2.337 4.606 0.967  0.085
C 1.552 5.523 0.263  0.006
C 1.901 5.873 -1.045  0.097
C 2.989 5.261 -1.680  0.001
C 3.777 4.345 -0.990  0.082
C 5.060 3.547 2.342  0.357
N 5.180 4.768 2.969  0.188
C 4.608 5.998 2.444  0.014
C 5.875 4.736 4.159  0.022
C 5.972 5.961 5.001  -0.002
C 6.429 3.514 4.401  0.132
C 7.345 3.153 5.514  0.021
S 5.991 2.345 3.208  0.278
H 4.050 0.061 0.403  0.001
H 3.733 0.721 2.050  0.004
H 2.675 1.195 0.665  0.002
H 2.087 4.274 1.975  0.004
H 0.678 5.956 0.745  -0.001
H 1.304 6.603 -1.586  0.007
H 3.229 5.496 -2.719  -0.002
H 4.618 3.829 -1.457  0.003
H 5.147 6.857 2.856  0.001
H 4.702 6.042 1.353  0.003
H 3.551 6.101 2.726  0.007
H 6.515 5.740 5.925  0.000
H 6.512 6.780 4.505  0.000
H 4.983 6.340 5.297  -0.001
H 7.480 4.003 6.191  0.000
H 6.952 2.305 6.095  0.006
H 8.333 2.862 5.126  0.007

Calculated values
Strongest force on any atom = 4.63 eV/Å
Orbital gap (alpha / beta) = 0.112 / 0.187 Ha
Net charge = -1
Spin multiplicity = 5
<S²> = 6.13